Here is the molecule C2H8NOPS at a distorted geometry from the OMol25 dataset. Energies are from ωB97M-V/def2-TZVPD.

Calculated values
energy above the lowest of the compared OMol25 structures with the same formula, charge and spin	250.6	kJ/mol
E_LUMO	0.765	eV
charge	0
Kohn-Sham gap	10.15	eV
HOMO energy	-9.39	eV
structure (SMILES)	CN[P@](C)(O)=S

Structure (XYZ):
```
14
Properties=species:S:1:pos:R:3:mulliken_charge:R:1
C 0.581 -1.905 0.720 -0.5140
N 0.603 -0.605 0.026 -0.2856
P -0.851 0.176 -0.099 0.6510
C -0.693 1.602 -1.211 -1.0945
O -0.769 1.426 1.516 -0.6686
S -2.445 -0.900 -0.126 -0.3971
H 1.274 -2.530 0.210 0.2518
H 1.023 -1.961 1.790 0.1970
H -0.509 -2.101 0.616 0.1704
H 1.247 0.147 0.213 0.2666
H -1.615 2.014 -1.233 0.3533
H -0.008 2.158 -0.762 0.4264
H -0.509 1.304 -2.190 0.3717
H -1.318 1.049 2.136 0.2716
```

Here is a cluster of 2 separate species, C11H11OS2 in total at a distorted geometry from the OMol25 dataset. Energies are from ωB97M-V/def2-TZVPD.

Calculated values
E_LUMO (alpha / beta)	3.331 / 1.403	eV
charge	-1
2S+1	3
<S²>	2.044
Kohn-Sham gap (alpha / beta)	4.28 / 5.81	eV
HOMO energy (alpha / beta)	-0.95 / -4.41	eV

Structure (XYZ):
```
25
Properties=species:S:1:pos:R:3:mulliken_charge:R:1
C 1.969 -2.639 0.688 -0.4038
C 0.936 -2.100 1.503 -0.4033
C 2.434 -1.979 -0.377 -0.1629
C 0.381 -0.864 1.212 0.7790
C 0.979 -0.086 0.201 0.4411
C 1.907 -0.730 -0.692 -0.5599
C -1.967 -0.521 2.381 -0.4752
C 0.424 1.208 -0.238 -0.6720
C -0.075 2.216 0.557 -0.0908
C -0.831 -0.538 1.914 -0.8990
C -0.540 3.486 -0.022 -1.0640
O 0.121 -1.914 -2.623 -0.4887
S 2.526 0.040 -2.091 -0.2567
S -1.299 -1.727 -1.784 -0.0974
H 2.376 -3.705 1.011 0.1597
H 0.243 -2.648 2.129 0.3247
H 3.304 -2.273 -0.947 0.3869
H -1.037 -2.178 -0.574 0.1236
H -2.915 -0.560 2.785 0.4912
H 0.737 1.298 -1.240 0.2891
H -0.370 1.808 1.538 0.3391
H -0.351 3.406 -1.123 0.2910
H -1.699 3.661 0.035 0.2049
H -0.030 4.302 0.438 0.2834
H 0.901 -1.439 -2.290 0.4603
```

Here is a structure of composition C16H18BMnN13S2 from the OMol25 dataset. Energies are from ωB97M-V/def2-TZVPD.

Calculated values
energy above the lowest of the compared OMol25 structures with the same formula, charge and spin	0.0	kJ/mol
E_LUMO (alpha / beta)	1.631 / 2.670	eV
charge	-1
2S+1	5
<S²>	6.202
Kohn-Sham gap (alpha / beta)	6.70 / 7.83	eV
HOMO energy (alpha / beta)	-5.07 / -5.16	eV

Structure (XYZ):
```
51
Properties=species:S:1:pos:R:3:mulliken_charge:R:1
Mn -0.195 0.130 -0.539 -0.3768
N -3.509 -0.058 -0.196 -0.0208
C -2.840 -1.264 -0.184 0.4847
N -3.464 -2.408 0.003 -0.5780
N -2.487 -3.343 -0.077 -0.7043
N -1.347 -2.784 -0.296 -0.5360
N -1.537 -1.439 -0.374 0.7170
C -2.973 1.204 -0.285 0.4695
N -3.711 2.294 -0.258 -0.5508
N -2.823 3.311 -0.425 -0.6323
N -1.626 2.856 -0.543 -0.5673
N -1.687 1.498 -0.450 0.7560
H -4.495 -0.107 -0.015 0.2297
C 1.997 -3.135 -0.949 -1.0066
N 2.073 -2.614 0.413 0.2803
C 2.037 -3.373 1.560 -0.4605
C 2.153 -2.511 2.592 -0.6286
N 2.274 -1.241 2.089 0.0498
B 2.619 0.005 2.996 0.8736
N 1.747 1.244 2.671 0.0615
C 2.208 2.546 2.792 -0.8320
C 1.142 3.366 2.807 -0.3460
N 0.019 2.559 2.663 0.3523
C -1.353 3.016 2.748 -0.8939
C 0.405 1.257 2.581 -0.0588
S -0.581 -0.084 2.226 -0.4280
C 2.165 -1.307 0.756 0.0249
S 2.185 0.005 -0.386 -0.5738
H 2.352 -4.163 -0.941 0.3753
H 2.636 -2.536 -1.590 0.3785
H 0.975 -3.115 -1.306 0.3004
H 1.903 -4.441 1.531 0.4556
H 2.156 -2.693 3.655 0.4664
H 3.778 0.333 2.813 -0.2281
H 2.403 -0.364 4.134 -0.2239
H 3.262 2.771 2.826 0.4679
H 1.073 4.442 2.852 0.4321
H -1.453 3.968 2.234 0.3777
H -1.654 3.119 3.793 0.2795
H -1.994 2.286 2.270 0.2214
C -0.407 0.029 -5.370 -0.3900
C -1.407 0.650 -4.633 -0.8294
C -1.336 0.700 -3.246 -0.0549
C -0.262 0.136 -2.572 0.7372
C 0.735 -0.490 -3.310 0.3169
C 0.665 -0.545 -4.700 -0.7644
H -0.466 -0.013 -6.451 0.3584
H -2.257 1.102 -5.132 0.3831
H -2.136 1.187 -2.707 0.2494
H 1.582 -0.943 -2.818 0.2044
H 1.457 -1.041 -5.249 0.3819
```

> Look up the charge of the first one.

0